(1)
The following is a DFT calculation (ωB97M-V with the def2-TZVPD basis set) of 2 unconnected molecules or ions with the total composition C4H4S4.

Last column: Löwdin charge in e.
Atoms and positions in Å:
C: 1.68 -1.14 -1.33  -0.522
C: 3.84 0.77 0.06  -1.391
C: 0.66 -0.10 -1.15  -0.343
C: 0.45 0.38 0.35  -0.748
S: 2.48 -2.44 -0.90  0.863
S: 4.13 0.01 1.38  0.724
S: 3.58 1.74 -1.14  0.745
S: 0.30 2.13 0.31  0.378
H: 0.96 0.78 -1.74  0.058
H: -0.24 -0.65 -1.62  0.161
H: -0.61 0.08 0.70  0.075
H: 1.16 0.01 1.04  -0.001

charge: 0
LUMO (alpha / beta): -2.4 / -2.4 eV
M: 180.3 Da
ΔE to the lowest compared entry with this formula, charge and spin: 3.155 eV
HOMO (alpha / beta): -6.9 / -6.9 eV
DFT total energy: -1747.3983 Eh

=====

(2)
The following is a DFT calculation (ωB97M-V with the def2-TZVPD basis set) of 3 unconnected molecules or ions with the total composition C5H16NO4.

Last column: Löwdin charge in e.
Atoms and positions in Å:
O: -1.31 -0.65 1.99  0.126
C: -0.12 -0.51 1.81  -0.541
O: 0.69 -0.58 2.80  0.156
C: 0.55 -0.38 0.43  -0.176
C: 0.78 1.08 0.13  -0.362
C: 1.94 1.63 0.89  -0.106
C: -0.41 2.04 0.48  -0.047
N: -0.42 -1.09 -0.47  0.176
H: 0.33 -0.17 3.67  0.216
H: 1.42 -0.91 0.43  0.134
H: 1.17 1.27 -0.95  0.172
H: 2.07 1.25 1.91  0.086
H: 2.06 2.74 0.66  0.120
H: 3.02 1.43 0.77  0.095
H: -0.19 3.11 0.34  0.086
H: -0.66 1.99 1.55  0.097
H: -1.29 2.11 -0.15  0.076
H: -0.07 -1.95 -0.85  0.123
H: -0.76 -0.46 -1.36  0.172
H: -1.40 -1.32 0.14  0.232
H: -0.08 -0.20 -3.92  0.118
H: -0.90 0.86 -2.93  0.038
O: -0.74 -0.04 -3.18  -0.058
H: -2.62 -3.71 -1.24  -0.028
H: -1.24 -4.12 -1.56  0.035
O: -1.82 -3.42 -1.39  0.058

charge: +1
LUMO: -2.9 eV
M: 154.2 Da
ΔE to the lowest compared entry with this formula, charge and spin: 1.059 eV
HOMO: -14.3 eV
DFT total energy: -555.5268 Eh

=====

(3)
The following is a DFT calculation (ωB97M-V with the def2-TZVPD basis set) of a single C9H14N2O2S2 molecule.

Last column: Löwdin charge in e.
Atoms and positions in Å:
C: 2.69 -0.41 -1.75  -0.257
C: 3.61 -0.01 -0.85  -0.338
C: 1.47 -0.92 0.02  -0.587
C: -1.92 -1.72 -0.18  -0.131
C: -1.77 -0.28 -0.88  -0.205
C: -0.48 -2.27 0.14  -0.155
C: -1.40 0.75 0.14  -0.189
C: 0.44 -1.34 0.83  -0.381
C: -1.15 3.42 0.28  -0.158
N: 1.54 -0.90 -1.26  0.041
N: 0.43 -1.19 2.15  0.134
O: 0.39 1.96 -1.30  -0.290
O: 0.76 1.82 1.09  -0.368
S: 2.93 -0.23 0.79  1.010
S: -0.18 1.92 -0.01  0.535
H: 2.80 -0.24 -2.86  0.130
H: 4.47 0.56 -1.02  0.044
H: -2.19 -1.53 0.90  0.102
H: -2.67 -2.42 -0.62  0.117
H: -1.05 -0.47 -1.60  0.073
H: -2.70 -0.03 -1.33  0.099
H: -0.66 -3.14 0.73  0.104
H: -0.01 -2.63 -0.77  0.112
H: -2.06 0.72 1.01  0.107
H: -2.03 3.02 0.83  0.048
H: -0.64 4.21 0.80  0.049
H: -1.60 3.97 -0.66  0.110
H: 1.20 -0.83 2.79  0.140
H: -0.24 -1.78 2.61  0.103

charge: 0
LUMO (alpha / beta): -0.2 / -0.8 eV
M: 246.4 Da
ΔE to the lowest compared entry with this formula, charge and spin: 4.134 eV
HOMO (alpha / beta): -8.5 / -6.3 eV
DFT total energy: -1407.5532 Eh

=====

(4)
The following is a DFT calculation (ωB97M-V with the def2-TZVPD basis set) of a molecular structure, C16H32ClI2MnN2OP2.

Last column: Löwdin charge in e.
Atoms and positions in Å:
I: 0.41 -1.40 -0.98  0.679
I: -1.02 -0.37 0.91  0.807
Mn: 1.35 3.96 -0.72  0.279
P: 1.71 1.32 0.69  0.564
C: 2.93 0.16 1.46  -0.296
C: 2.99 2.06 -0.39  -0.319
H: 3.87 2.30 0.22  0.066
H: 2.73 2.77 2.33  0.063
H: 2.76 2.90 -1.06  -0.033
H: 1.13 3.43 1.79  0.028
H: 3.08 -0.71 0.81  0.025
H: 3.27 1.24 -1.05  0.063
C: 1.69 2.53 2.06  -0.294
H: 3.89 0.69 1.57  0.056
H: 1.20 2.06 2.92  0.049
H: 2.59 -0.17 2.44  0.035
P: -2.38 -0.61 -1.47  0.563
C: -3.05 -2.27 -1.63  -0.227
C: -3.71 0.46 -0.87  -0.259
H: -1.59 1.02 -3.06  0.068
H: -2.74 -0.16 -3.79  0.097
H: -1.03 -0.63 -3.48  0.037
C: -1.88 -0.04 -3.11  -0.230
H: -3.39 1.51 -0.92  0.061
H: -4.61 0.30 -1.47  0.084
H: -3.97 -2.21 -2.21  0.089
H: -3.25 -2.69 -0.64  0.071
H: -3.94 0.22 0.18  0.051
H: -2.32 -2.91 -2.16  0.065
Cl: -0.87 3.83 -1.17  -0.194
C: -0.19 -8.28 -1.47  -0.070
C: 0.96 -8.14 -0.49  -0.193
N: 0.79 -7.13 0.57  -0.058
C: -0.20 -7.50 1.61  -0.208
C: 0.43 -8.45 2.62  -0.068
C: 0.89 -5.79 0.28  -0.416
O: 1.10 -5.31 -0.83  0.060
C: 0.81 -4.94 1.53  -0.119
C: 1.64 -5.09 2.68  0.031
C: 1.69 -4.04 3.58  -0.009
C: 1.02 -2.86 3.21  -0.141
N: 0.10 -2.81 2.25  -0.067
C: -0.02 -3.83 1.42  -0.188
H: -1.13 -8.40 -0.93  0.069
H: -0.02 -9.17 -2.08  0.088
H: -0.25 -7.40 -2.12  0.073
H: 1.08 -9.09 0.04  0.115
H: 1.91 -7.92 -1.00  0.131
H: -0.58 -6.60 2.12  0.115
H: -1.05 -8.00 1.12  0.117
H: 1.46 -8.14 2.90  0.076
H: -0.19 -8.46 3.53  0.086
H: 0.45 -9.46 2.17  0.080
H: 2.21 -5.99 2.87  0.123
H: 2.25 -4.07 4.51  0.125
H: 1.18 -1.94 3.77  0.106
H: -0.81 -3.79 0.66  0.094

⟨S²⟩: 6.08
charge: +2
LUMO (alpha / beta): -9.6 / -9.5 eV
M: 674.6 Da
HOMO (alpha / beta): -13.7 / -11.3 eV
2S+1: 5
DFT total energy: -3702.1770 Eh

=====

(5)
The following is a DFT calculation (ωB97M-V with the def2-TZVPD basis set) of 2 unconnected molecules or ions with the total composition C5H9NSe.

Last column: Löwdin charge in e.
Atoms and positions in Å:
C: -0.71 1.36 -1.02  -0.151
C: -0.35 -0.06 -1.23  -0.225
C: -0.87 -0.94 -0.05  -0.142
C: -0.25 -0.25 1.29  -0.178
C: 0.04 1.18 1.17  -0.173
N: -0.41 1.86 0.13  0.033
Se: 3.08 -0.39 -0.55  0.436
H: -1.21 1.94 -1.71  0.077
H: -0.80 -0.61 -2.06  0.105
H: 0.72 -0.03 -1.31  -0.029
H: -1.93 -0.98 0.04  0.090
H: -0.39 -1.96 -0.10  0.108
H: -0.70 -0.57 2.17  0.075
H: 0.87 -0.63 1.29  0.077
H: 0.60 1.70 1.92  0.096
H: 2.28 -1.62 0.01  -0.199

⟨S²⟩: 2.02
charge: 0
LUMO (alpha / beta): 0.5 / -2.6 eV
M: 162.1 Da
ΔE to the lowest compared entry with this formula, charge and spin: 0.000 eV
HOMO (alpha / beta): -6.8 / -9.0 eV
2S+1: 3
DFT total energy: -2651.9514 Eh

=====

(6)
The following is a DFT calculation (ωB97M-V with the def2-TZVPD basis set) of a single C19H22F4N2O2S molecule.

Last column: Löwdin charge in e.
Atoms and positions in Å:
C: 0.04 -1.55 0.55  0.041
C: 0.42 -0.29 -0.20  -0.344
F: -0.48 0.72 0.12  0.056
C: 1.84 0.14 0.21  -0.408
O: 2.77 -0.59 -0.04  0.140
N: 1.90 1.21 1.10  0.143
C: 1.73 2.58 0.53  -0.217
C: 0.76 3.36 1.41  -0.096
N: 1.38 3.59 2.70  -0.029
C: 1.06 2.95 3.86  -0.407
O: 1.67 3.18 4.89  0.071
C: -0.11 1.98 3.85  -0.266
C: 0.05 0.95 4.96  -0.212
C: -1.06 -0.09 4.93  -0.483
S: -2.70 0.61 5.18  0.855
C: -2.64 1.85 3.87  -0.484
C: -1.43 2.76 3.98  -0.204
C: 2.52 4.48 2.65  -0.076
C: 3.44 4.16 1.49  -0.135
C: 4.68 4.78 1.42  -0.033
C: 5.55 4.53 0.37  -0.076
C: 5.18 3.64 -0.63  -0.074
C: 3.94 3.02 -0.58  -0.020
C: 3.07 3.28 0.48  -0.132
C: 0.31 -0.46 -1.72  -0.571
F: -0.96 -0.65 -2.08  0.164
F: 0.75 0.65 -2.34  0.155
F: 1.03 -1.49 -2.15  0.179
H: 0.74 -2.34 0.31  0.105
H: 0.08 -1.34 1.62  0.093
H: -0.97 -1.84 0.28  0.104
H: 2.80 1.15 1.56  0.152
H: 1.32 2.49 -0.47  0.149
H: 0.54 4.33 0.94  0.146
H: -0.17 2.82 1.50  0.106
H: -0.12 1.44 2.90  0.116
H: 1.02 0.46 4.85  0.124
H: 0.06 1.46 5.93  0.120
H: -1.05 -0.64 3.98  0.066
H: -0.92 -0.83 5.72  0.073
H: -2.66 1.35 2.90  0.079
H: -3.57 2.42 3.95  0.072
H: -1.44 3.28 4.94  0.127
H: -1.49 3.53 3.19  0.113
H: 2.18 5.52 2.57  0.142
H: 3.05 4.38 3.59  0.128
H: 4.97 5.47 2.20  0.119
H: 6.51 5.01 0.33  0.105
H: 5.85 3.43 -1.45  0.105
H: 3.64 2.32 -1.35  0.119

charge: 0
LUMO: 0.6 eV
M: 418.5 Da
ΔE to the lowest compared entry with this formula, charge and spin: 0.624 eV
HOMO: -8.6 eV
DFT total energy: -1794.9300 Eh
SMILES string: C[C@@](F)(C(=O)N[C@H]1CN(C(=O)C2CCSCC2)Cc2ccccc21)C(F)(F)F

=====

For reference, max |F| by record: 3.681 6.990 3.648 1.763 4.512 0.761 eV/Å.